Entry 1:
This record from the Open Molecules 2025 dataset describes a molecular structure, C21H31BBr27FI2N3O2 in a non-equilibrium geometry. The level of theory is ωB97M-V/def2-TZVPD.

The value obtained for the HOMO energy is -11.2 eV. Its net charge is +1. The LUMO energy comes out at -0.1230 hartree. Its strongest force on any atom is 8.88 eV/Å. As for the HOMO-LUMO gap: 7.89 eV.

Geometry as XYZ:
```
88
Properties=species:S:1:pos:R:3:lowdin_charge:R:1
C -4.0891 -1.3213 1.2909 -0.111
C -3.2918 -0.1538 2.1784 -0.199
O -1.9237 -0.6733 2.3770 -0.147
C -0.9027 0.3701 2.1925 -0.048
C -0.3414 1.1498 0.8637 -0.096
C -0.8493 0.9395 -0.6810 -0.680
I -0.7655 -1.1298 -1.4040 0.823
C 0.1839 1.8539 -1.6264 -0.809
C -0.4262 2.0700 -3.1595 -0.190
I 2.1903 0.9969 -1.7984 0.749
N 0.7718 2.1103 1.3082 0.107
C 0.8282 1.8615 2.8002 0.028
B 1.9896 2.7241 3.6167 -0.383
O 1.6584 4.1107 4.0970 -0.034
N 3.3952 2.1813 3.8593 -0.157
C 3.3846 0.7937 4.4618 -0.115
C 4.1947 2.1108 2.5676 -0.095
N -0.1333 0.8576 3.4020 0.023
C -0.2999 0.4293 4.8445 -0.071
C -0.7106 1.7026 5.8385 -0.064
F -2.1285 1.5516 6.3064 -0.136
H -4.5440 -2.1737 1.9623 -0.009
H -4.8600 -0.8770 0.5311 0.088
H -3.2297 -1.8439 0.6499 0.053
H -3.8450 -0.1440 3.2322 0.129
H -3.3266 0.9025 1.6433 0.137
H -1.9434 1.3941 -0.7572 0.118
H 0.2809 2.9442 -1.1747 0.048
H 0.0970 3.0395 -3.5757 0.088
H -1.5864 2.2952 -3.1259 0.103
H -0.1424 1.1079 -3.7633 0.023
H 1.3673 2.7597 0.7489 0.051
H 2.1959 4.7004 3.4585 0.055
H 2.5943 0.0596 3.9967 0.088
H 4.4487 0.3072 4.2253 0.117
H 3.2843 0.7666 5.6344 0.111
H 4.1382 3.1529 2.0124 0.104
H 3.7085 1.2828 1.8964 0.097
H 5.2906 1.7898 2.8297 0.116
H 0.6705 -0.1280 5.2167 0.138
H -1.1927 -0.3490 4.8843 0.128
H -0.5898 2.7366 5.2686 0.137
H -0.0454 1.6694 6.8235 0.147
C 0.7131 6.1482 -0.1100 -1.567
Br -0.0822 6.5672 -1.8352 0.597
Br -0.4984 5.1246 1.0163 0.614
Br 2.4384 5.2703 -0.3025 0.582
H 0.8942 7.1010 0.3983 -0.017
C 5.8428 -1.9565 -1.8257 -1.598
Br 6.2053 -0.1753 -1.1329 0.524
Br 4.1579 -2.6638 -1.1588 0.528
Br 5.9319 -2.0095 -3.7683 0.567
H 6.6356 -2.6126 -1.4514 -0.021
C 0.0681 -0.2457 -6.8681 -1.573
Br 0.6026 1.6239 -6.9254 0.573
Br 1.3220 -1.3261 -5.8460 0.574
Br -1.7574 -0.4574 -6.2302 0.536
H 0.0919 -0.6167 -7.8980 -0.043
C -3.8653 -4.2102 5.1295 -1.568
Br -3.5028 -2.4289 5.8223 0.563
Br -5.5502 -4.9174 5.7964 0.551
Br -3.7762 -4.2631 3.1869 0.623
H -3.0725 -4.8662 5.5038 -0.020
C 2.9040 -3.2003 -8.8601 -1.610
Br 2.9318 -5.1320 -9.0882 0.547
Br 4.6986 -2.4601 -8.7358 0.553
Br 1.8533 -2.3233 -10.2426 0.559
H 2.4079 -2.9983 -7.9051 -0.099
C 2.9759 7.1803 6.3992 -1.587
Br 3.3383 8.9615 7.0920 0.581
Br 1.2909 6.4731 7.0661 0.565
Br 3.0649 7.1274 4.4566 0.590
H 3.7686 6.5243 6.7735 -0.019
C -5.7254 -1.3765 -8.0068 -1.603
Br -5.4928 -3.1071 -8.8641 0.562
Br -7.5262 -0.6831 -8.2524 0.564
Br -5.2181 -1.4249 -6.1293 0.516
H -5.0435 -0.6791 -8.5043 -0.025
C -7.5349 -4.4237 9.5840 -1.589
Br -7.9138 -5.6723 8.1413 0.524
Br -5.6714 -4.4999 10.1368 0.549
Br -8.0836 -2.6119 9.1359 0.557
H -8.1366 -4.7365 10.4438 -0.022
C 3.7642 -8.0317 -12.5334 -1.602
Br 4.2987 -6.1621 -12.5907 0.534
Br 5.0181 -9.1120 -11.5112 0.553
Br 1.9387 -8.2433 -11.8954 0.543
H 3.7880 -8.4027 -13.5633 -0.024
```

Entry 2:
This record from the Open Molecules 2025 dataset describes a molecular structure, C21H31BCl5F4N5O8PRb. The level of theory is ωB97M-V/def2-TZVPD.

The calculation puts the energy above the lowest of the compared OMol25 structures with the same formula, charge and spin at 38.4 kJ/mol. The value obtained for the HOMO energy is -3.3 eV. Its net charge is -2. The LUMO energy comes out at 0.1367 hartree. Its strongest force on any atom is 0.69 eV/Å. As for the HOMO-LUMO gap: 7.05 eV.

Geometry as XYZ:
```
77
Properties=species:S:1:pos:R:3:lowdin_charge:R:1
Rb -0.6489 0.6228 -1.3647 0.836
N 0.8972 -3.3530 0.5168 0.032
C 2.3316 -3.4036 0.7899 -0.276
C 2.6910 -2.4719 1.9358 -0.251
N 2.2770 -1.1031 1.6505 -0.052
C 3.0528 -0.0964 2.3692 -0.246
C 2.7015 1.3134 1.9345 -0.272
N 1.4118 1.7435 2.4889 0.034
H 0.7042 -2.4762 0.0420 0.061
H 0.6540 -4.0593 -0.1696 0.049
H 2.5956 -4.4286 1.0672 0.107
H 2.9371 -3.1362 -0.0844 0.108
H 2.2494 -2.8542 2.8703 0.104
H 3.7758 -2.4746 2.0779 0.106
H 1.2959 -1.0071 1.8907 0.076
H 2.9349 -0.1803 3.4637 0.114
H 4.1073 -0.2760 2.1435 0.109
H 3.4765 1.9952 2.2979 0.105
H 2.7181 1.3535 0.8404 0.095
H 1.0640 2.5292 1.9472 0.049
H 0.7133 1.0236 2.3375 0.022
Cl 1.9700 8.2754 -0.4510 0.603
C 1.7777 6.5596 -0.5902 -0.740
C 0.5699 5.9449 -0.2535 -0.710
Cl -0.7451 6.9153 0.3189 0.643
C 0.4161 4.5778 -0.3699 -0.603
Cl -1.0698 3.7990 0.0420 0.721
C 1.4559 3.7089 -0.8356 -0.557
O 1.2953 2.4703 -0.9346 -0.262
C 2.6775 4.3856 -1.1573 -0.616
Cl 3.9798 3.3866 -1.6990 0.677
C 2.8236 5.7550 -1.0416 -0.711
Cl 4.3368 6.4950 -1.4599 0.626
O -5.9573 -0.8440 -4.4668 0.088
C -5.4573 -2.0304 -4.1844 -0.528
O -5.9225 -3.0503 -4.6583 0.047
C -4.2806 -2.0804 -3.2777 -0.060
C -3.5664 -3.2451 -3.0832 -0.010
N -2.5769 -2.9707 -2.2231 0.028
N -2.5694 -1.6857 -1.8521 0.057
C -3.5960 -1.1226 -2.4711 -0.161
C -3.8237 0.3731 -2.3220 -0.630
O -4.5906 0.8949 -3.1742 -0.010
O -3.2189 0.9499 -1.4041 -0.200
H -5.4250 -0.1059 -3.9796 0.058
H -3.7063 -4.2266 -3.5019 0.134
H -1.7420 -3.5421 -2.0784 0.118
C -4.9357 0.7980 1.2088 -0.079
C -4.3613 -0.5975 1.2817 -0.280
O -3.3661 -0.6947 2.3334 -0.309
P -1.8368 -0.3425 1.8912 0.848
O -1.0702 -1.0798 3.1452 -0.318
C -1.2008 -2.5152 3.1723 -0.312
C -2.1381 -2.9307 4.2840 -0.081
O -1.6231 1.1827 2.3752 -0.351
C -1.8605 1.6266 3.7211 -0.287
C -2.1641 3.1054 3.6711 -0.076
H -5.7207 0.8383 0.4514 0.083
H -4.1678 1.5085 0.9037 0.063
H -5.3537 1.0961 2.1730 0.074
H -3.9047 -0.8761 0.3298 0.075
H -5.1213 -1.3354 1.5400 0.113
H -0.2027 -2.9252 3.3187 0.095
H -1.5259 -2.8811 2.1953 0.099
H -1.7748 -2.5515 5.2411 0.074
H -2.1912 -4.0203 4.3449 0.072
H -3.1386 -2.5366 4.1109 0.064
H -0.9629 1.4229 4.3070 0.110
H -2.6932 1.0598 4.1441 0.110
H -1.3398 3.6477 3.2077 0.062
H -2.3170 3.4983 4.6788 0.072
H -3.0631 3.2927 3.0824 0.075
F 1.9866 -3.9437 -2.5860 0.112
B 0.6822 -3.6949 -3.0089 -1.235
F 0.3479 -2.3399 -2.8262 0.081
F 0.4801 -4.0804 -4.3281 0.116
F -0.2105 -4.4847 -2.1696 0.021
```

Entry 3:
This record from the Open Molecules 2025 dataset describes a molecular structure, C21H31BClN3O2Tm in a non-equilibrium geometry. The level of theory is ωB97M-V/def2-TZVPD.

The calculation puts the energy above the lowest of the compared OMol25 structures with the same formula, charge and spin at 240.4 kJ/mol. The value obtained for the HOMO energy (alpha / beta) is -0.6 / -1.5 eV. Its net charge is -1. The LUMO energy (alpha / beta) comes out at 0.0932 / 0.0932 hartree. Its strongest force on any atom is 3.34 eV/Å. As for the HOMO-LUMO gap (alpha / beta): 3.14 / 4.06 eV. As for the expectation value of S²: 2.0494. As for the multiplicity: 3.

Geometry as XYZ:
```
60
Properties=species:S:1:pos:R:3:nbo_charge:R:1
Tm -1.2711 0.0484 0.7459 1.230
Cl -3.0718 0.4161 2.3934 -0.525
N -0.3318 2.0740 0.2361 -0.635
N -0.5941 -2.2257 0.4291 -0.597
C -0.9771 2.8457 -0.6403 0.656
C -0.8699 -2.8948 -0.6642 0.645
C 0.8956 2.8384 0.5926 0.074
C 0.4332 4.2640 0.3194 -0.084
C 2.0071 2.4586 -0.3734 -0.610
C 1.3574 2.6594 2.0328 -0.607
H 1.7109 2.6336 -1.4183 0.208
H 2.2870 1.4071 -0.2503 0.227
H 2.8847 3.0905 -0.1520 0.203
H 0.5533 2.9219 2.7227 0.232
H 2.1940 3.3613 2.1878 0.195
H 1.7077 1.6466 2.2320 0.250
C 0.5161 -2.9523 1.1303 0.072
C 0.6924 -4.2069 0.2666 -0.081
C 0.1265 -3.3499 2.5431 -0.613
C 1.7702 -2.1025 1.1279 -0.622
H 2.0538 -1.8556 0.0955 0.200
H 2.5713 -2.6693 1.6073 0.204
H 1.6054 -1.1736 1.6935 0.263
H -0.7908 -3.9548 2.5082 0.201
H -0.0374 -2.4775 3.1835 0.267
H 0.9372 -3.9581 2.9595 0.200
O -0.1318 -3.9658 -0.9109 -0.495
H 0.2674 -5.0989 0.7485 0.183
H 1.7193 -4.4009 -0.0655 0.192
O -0.5716 4.0934 -0.7118 -0.486
H 1.2102 4.9452 -0.0654 0.194
H -0.0436 4.7102 1.2025 0.193
C -2.0087 2.3868 -1.6237 -0.497
C -1.8645 -2.5108 -1.7186 -0.488
C -1.4046 -1.2387 -2.3341 -0.069
H -2.8139 -2.3627 -1.2132 0.252
H -1.9320 -3.3295 -2.4505 0.226
C -1.5822 -0.0545 -1.6740 -0.399
C -1.4869 1.1473 -2.3100 -0.071
H -1.4928 0.3299 2.7869 0.233
C -0.7458 1.2301 -3.4946 -0.022
C -0.2959 0.0501 -4.0642 -0.261
C -0.3680 2.5463 -4.1033 -0.632
C -0.6511 -1.1958 -3.5412 -0.010
H 0.3209 0.0777 -4.9595 0.186
C -0.1794 -2.4751 -4.1867 -0.639
H 0.4538 -2.2243 -5.0572 0.204
H -0.9975 -3.1014 -4.5523 0.206
H 0.4141 -3.0572 -3.4758 0.216
H -1.2236 3.2052 -4.3009 0.207
H 0.1477 2.3860 -5.0567 0.207
H 0.3261 3.0864 -3.4413 0.206
H -2.2199 3.2128 -2.3305 0.231
H -2.9226 2.1596 -1.0345 0.260
B 0.4155 0.1320 5.4140 -0.580
C 0.2106 -0.0087 3.9392 0.245
N -0.1691 -0.0285 2.7907 -0.896
H 1.4562 -0.4093 5.7368 -0.030
H -0.5885 -0.4185 5.9068 -0.013
H 0.3925 1.3366 5.6444 -0.005
```

Entry 4:
This record from the Open Molecules 2025 dataset describes C21H31BrClF3NO8PS3 in the gas phase in a non-equilibrium geometry. The level of theory is ωB97M-V/def2-TZVPD.

The value obtained for the HOMO energy is -9.3 eV. The LUMO energy comes out at 0.0004 hartree. Its strongest force on any atom is 3.27 eV/Å. As for the HOMO-LUMO gap: 9.27 eV.

Geometry as XYZ:
```
70
Properties=species:S:1:pos:R:3:nbo_charge:R:1
C -0.1829 4.9377 -2.3055 -0.724
C -0.4423 3.6071 -2.9735 0.420
C -0.7426 3.6378 -4.4510 -0.676
N -0.2936 2.4540 -2.4488 -0.576
C -0.6047 1.9805 -1.1452 0.227
P -2.4207 2.5023 -0.9582 0.849
S -3.6680 1.6954 0.2856 -0.533
O 0.0082 2.7268 -0.0540 -0.798
S 1.6215 2.9654 0.0871 1.813
O 2.1977 3.3155 -1.1864 -0.924
O 2.0981 1.4319 0.2676 -0.735
C 1.3511 0.5183 1.1013 0.237
C 0.9611 1.2148 2.4151 -0.604
C 2.0898 1.8823 3.1464 0.889
O 3.2100 2.0556 2.8428 -0.518
F 1.6273 2.3353 4.3472 -0.348
C 2.4470 -0.5556 1.3955 -0.486
C 2.3615 -1.3175 2.7349 -0.205
C 3.3938 -0.9062 3.7868 -0.640
Br 2.7138 -3.2410 2.3311 -0.021
C 0.0616 -0.0668 0.3771 0.510
F -1.0109 0.4764 1.1266 -0.411
C -0.0942 -1.5894 0.5872 -0.540
C -1.3632 -2.0652 1.3140 -0.369
C -1.3236 -3.6189 1.3798 -0.416
C -1.5588 -4.1066 2.8136 -0.644
S -1.0879 -5.8241 2.9191 2.115
O 0.2941 -5.9201 3.2586 -0.895
O -1.5707 -6.5010 1.7585 -0.903
Cl -2.2007 -6.4750 4.4879 -0.227
C -0.2934 0.4332 -1.0978 -0.076
C 0.8855 0.1834 -2.0842 -0.585
C 1.5773 -1.1532 -2.0328 0.892
O 1.1610 -2.2093 -2.3597 -0.527
F 2.8841 -1.0351 -1.6435 -0.348
C -1.4750 -0.4677 -1.5403 -0.500
C -2.3877 -0.0817 -2.7135 0.074
C -1.8536 0.2922 -4.0432 -0.166
O -2.5380 -1.0270 -3.7142 -0.501
H -0.3882 5.7630 -2.9823 0.224
H -0.7555 5.0935 -1.3946 0.232
H 0.8695 4.9723 -2.0258 0.273
H 0.1445 3.2961 -4.9936 0.247
H -1.5377 2.9349 -4.6882 0.234
H -0.9559 4.6410 -4.8084 0.220
H -2.2253 3.8615 -0.7140 -0.015
H -2.8788 2.4660 -2.2777 -0.029
H 0.2144 1.9951 2.2592 0.289
H 0.4615 0.5302 3.0979 0.266
H 3.4195 -0.0776 1.3163 0.263
H 2.4158 -1.2883 0.5968 0.250
H 1.3637 -1.3648 3.1599 0.205
H 2.9502 -0.2054 4.4983 0.214
H 3.7104 -1.7648 4.3711 0.238
H 4.2565 -0.4340 3.3248 0.228
H 0.0513 -2.1688 -0.3196 0.248
H 0.6916 -1.9650 1.2342 0.245
H -2.2749 -1.7879 0.7966 0.220
H -1.3441 -1.6846 2.3341 0.197
H -2.1055 -4.0248 0.7440 0.233
H -0.3556 -3.9885 1.0375 0.226
H -0.9781 -3.5538 3.5490 0.244
H -2.6194 -4.0886 3.0624 0.248
H 1.6538 0.9444 -1.9848 0.270
H 0.5209 0.2618 -3.1044 0.273
H -2.1759 -0.4890 -0.7091 0.254
H -1.1434 -1.4660 -1.8087 0.263
H -3.3042 0.4233 -2.4301 0.192
H -0.9339 -0.0843 -4.4613 0.216
H -2.5791 0.7683 -4.6917 0.200
```